23
Properties=species:S:1:pos:R:3:forces:R:3 method="wB97M-V/def2-TZVPD" e_above_lowest_ev=2.655 smiles=CCCC.O.O.O homo_lumo_gap_ha=0.3932 homo_ev=-10.30 lumo_ha=0.0146
C 0.455519 0.483099 -1.406430 1.2 1.1 0.3
C -2.021904 0.203506 -0.154883 -2.0 2.1 2.0
C -1.860630 -0.692675 -1.302668 0.3 -4.1 -2.6
C -0.354903 -0.738229 -1.688246 0.9 -1.8 4.1
H -0.281631 0.998304 -0.841916 0.6 1.6 0.5
H 0.747167 1.085942 -2.271292 -0.2 -0.1 0.0
H 1.375487 0.400311 -0.736825 -1.5 -0.3 -1.0
H -2.980007 0.090167 0.385857 0.0 0.0 -0.6
H -1.979325 1.282316 -0.471560 -0.3 -1.0 0.4
H -1.311983 0.141406 0.698295 0.2 -0.4 -0.9
H -2.443322 -0.482763 -2.299184 0.6 0.2 2.3
H -2.140347 -1.890618 -1.065279 0.5 3.3 -0.4
H 0.108928 -1.501565 -0.975000 -0.7 0.6 -0.6
H -0.147243 -1.169150 -2.573439 0.2 -1.3 -3.4
H -1.209675 -0.753628 2.712695 0.8 -2.5 1.5
H 0.121379 -1.491773 3.056827 -1.5 -0.3 0.3
O -0.860759 -1.601532 3.204979 0.7 2.9 -1.8
H 2.398067 2.137240 1.862530 2.1 -2.2 0.3
H 1.431840 3.022360 2.121795 -1.9 1.6 1.3
O 1.890551 2.732202 1.371903 -0.2 0.5 -1.7
H 3.278882 -0.160954 -0.322973 -0.5 -0.6 2.2
H 2.787559 -1.476418 0.150468 -0.1 -0.2 0.5
O 2.996350 -0.617550 0.544345 0.8 0.7 -2.6



19
Properties=species:S:1:pos:R:3:forces:R:3 method="wB97M-V/def2-TZVPD" e_above_lowest_ev=0.859 smiles=CC[C@@H](O)CCO homo_lumo_gap_ha=0.3940 homo_ev=-9.94 lumo_ha=0.0288
C -1.258032 -1.265798 -1.761092 0.0 0.0 -0.1
C -0.191394 -0.971411 -0.715616 0.1 0.0 0.0
C 0.140114 0.512488 -0.571948 0.2 -0.2 -0.1
O -1.068045 1.180148 -0.214688 0.0 0.3 0.0
C 1.244760 0.803876 0.453860 0.0 -0.1 0.0
C 0.819773 0.642726 1.915703 0.2 0.3 0.0
O 0.259561 -0.615970 2.235570 -0.3 0.0 0.0
H -1.501635 -2.333439 -1.753973 0.0 0.2 -0.1
H -2.169935 -0.704324 -1.538640 0.1 -0.1 -0.1
H -0.924837 -0.999162 -2.769898 -0.1 0.0 0.1
H 0.739926 -1.503143 -0.945755 -0.1 0.1 0.0
H -0.529151 -1.364328 0.243900 0.1 0.0 -0.2
H 0.482456 0.872611 -1.557940 -0.1 0.0 0.1
H -0.899561 2.130720 -0.239472 -0.1 -0.2 0.0
H 1.580524 1.846025 0.332680 0.0 -0.2 0.0
H 2.114308 0.172170 0.235192 -0.1 0.0 0.0
H 0.114809 1.442600 2.177126 0.1 -0.1 0.0
H 1.697505 0.752025 2.560125 -0.1 0.1 -0.1
H -0.651146 -0.597815 1.914868 0.2 -0.1 0.2



51
Properties=species:S:1:pos:R:3:forces:R:3 method="wB97M-V/def2-TZVPD" e_above_lowest_ev=1.476 homo_lumo_gap_ha=0.3471 homo_ev=-8.74 lumo_ha=0.0261
C 1.678182 1.716717 -1.423937 -0.2 0.1 0.0
C 1.426312 2.110764 0.006444 0.0 0.0 -0.4
N 0.283418 2.323567 0.516396 -0.1 0.3 0.9
N -0.835413 2.204408 -0.239052 0.7 -0.2 -0.9
C -2.072015 2.417676 0.270598 -0.3 0.1 -0.2
O -2.334773 2.731497 1.405258 -0.1 0.1 0.2
C -3.150993 2.234649 -0.810555 0.2 -0.1 0.2
C -3.073109 0.816796 -1.345951 -0.2 0.4 -0.1
O -2.103561 0.419739 -1.968644 0.2 -0.1 -0.2
N -4.148723 0.052778 -1.084263 -0.4 -0.1 0.1
H -4.879464 0.424546 -0.497243 0.2 0.1 -0.1
C -4.170839 -1.372484 -1.313281 -0.1 -0.3 -0.1
H -3.300855 -1.605470 -1.930786 -0.2 0.0 0.0
H -5.083013 -1.635870 -1.858269 0.1 0.0 0.0
C -4.105374 -2.147534 0.012181 0.2 0.2 -0.2
C -2.812192 -1.866907 0.726101 -0.1 -0.1 0.1
C -1.717528 -2.703498 0.551865 0.0 0.0 0.0
C -0.520463 -2.438663 1.191885 0.1 0.0 0.0
C -0.397387 -1.319020 1.997725 0.1 0.0 0.1
C -1.473771 -0.465091 2.160020 0.0 0.1 0.1
C -2.675661 -0.745397 1.534417 0.0 0.0 0.0
H -3.515212 -0.083163 1.691008 -0.1 0.1 0.0
H -1.382648 0.422970 2.766151 0.0 0.1 0.1
H 0.534281 -1.118631 2.506601 0.1 0.0 0.0
H 0.317928 -3.108470 1.062254 0.1 -0.1 0.0
H -1.807937 -3.574677 -0.081839 0.0 -0.1 -0.1
H -4.952050 -1.854146 0.638004 0.0 -0.1 0.0
H -4.192453 -3.212646 -0.206595 -0.1 0.0 0.0
H -2.942075 2.931755 -1.623607 -0.1 -0.1 0.0
H -4.122385 2.463607 -0.375499 0.1 0.0 0.0
H -0.779284 1.800845 -1.176133 -0.1 0.0 0.3
C 2.599236 2.280716 0.923994 -0.1 -0.1 0.3
H 3.438058 2.712308 0.374740 0.0 0.1 0.0
H 2.309066 2.955363 1.729700 0.0 0.1 -0.1
C 3.031887 0.939353 1.549527 0.1 0.3 -0.1
C 3.573995 -0.015329 0.526100 0.0 -0.1 0.1
C 4.896835 0.079156 0.109980 0.0 0.0 0.0
C 5.397288 -0.776953 -0.854580 0.1 0.0 -0.1
C 4.579662 -1.742510 -1.417024 0.0 -0.1 -0.1
C 3.260752 -1.845284 -1.009175 0.0 -0.1 -0.1
C 2.762038 -0.986967 -0.045359 0.1 0.0 0.1
H 1.729853 -1.065368 0.262753 -0.1 0.0 0.0
H 2.616600 -2.595354 -1.444829 -0.1 -0.1 0.0
H 4.969919 -2.412238 -2.169234 0.0 -0.1 -0.1
H 6.428097 -0.691983 -1.167261 0.1 0.0 0.0
H 5.540242 0.829660 0.548399 0.1 0.1 0.1
H 3.798864 1.145956 2.299187 0.0 -0.1 0.0
H 2.166184 0.505250 2.050013 0.0 0.0 0.1
H 2.730066 1.504875 -1.586098 0.0 0.0 0.0
H 1.101973 0.830436 -1.692407 0.0 -0.1 -0.1
H 1.378431 2.528279 -2.089677 0.0 0.1 -0.1